# 1
Here is a molecular structure, C15H27CaF3O6S from OMol25. Energies are from ωB97M-V/def2-TZVPD.

The geometry in XYZ format:
```
53
Properties=species:S:1:pos:R:3:forces:R:3:mulliken_charge:R:1
Ca 6.606 2.311 1.086 1.025 -0.346 -0.159 1.666
S 4.156 3.662 2.729 -0.048 -0.231 0.113 1.296
F -1.476 5.955 3.510 -0.101 -0.011 -0.018 -0.246
F -0.088 7.594 3.372 0.032 0.084 0.022 -0.244
F -0.232 6.453 5.214 -0.001 -0.041 -0.275 -0.216
O -2.928 -3.908 -5.372 0.112 -0.063 -0.088 -0.298
O 0.699 5.512 3.490 0.102 0.126 0.157 -0.367
O 4.814 3.152 1.463 -1.099 0.387 0.245 -0.663
O 3.100 2.634 3.119 -0.105 0.304 -0.426 -0.274
O 3.295 4.868 2.369 0.000 -0.119 -0.155 -0.300
O 5.138 3.914 3.707 0.069 0.007 0.087 -0.557
C 1.970 4.390 1.865 -0.021 -0.047 0.081 0.211
C -0.278 6.387 3.897 0.059 -0.070 0.150 0.874
C 0.293 -2.469 0.317 -0.006 -0.069 0.007 -0.714
C -0.835 -3.052 -0.552 0.030 -0.059 -0.024 -0.825
C -1.426 -3.547 -3.026 -0.048 -0.080 0.031 -0.627
C -1.978 -4.918 -3.420 0.023 0.047 0.044 -0.671
C 0.643 0.749 2.544 0.002 -0.035 -0.029 -0.705
C 1.014 -0.581 1.867 -0.036 -0.049 -0.071 -0.870
C -4.041 -3.719 -6.221 -0.020 0.000 0.010 -0.752
C -0.371 -3.622 -1.905 -0.041 -0.031 0.028 -0.594
C 0.960 5.484 2.102 -0.007 -0.056 -0.065 -0.988
C -0.092 -1.148 0.977 0.035 0.007 -0.011 -0.523
C -3.180 -4.843 -4.345 -0.060 0.019 0.011 -0.640
C 1.710 3.070 2.620 -0.004 -0.088 0.135 -0.237
C 1.116 1.990 1.762 0.078 -0.139 -0.001 -0.739
H 1.182 3.215 3.558 -0.047 0.173 -0.064 0.560
H 2.090 4.220 0.793 0.045 0.004 0.046 0.479
H -0.997 -1.292 1.576 0.035 0.024 -0.005 0.309
H 0.537 -3.099 -2.218 -0.052 0.044 -0.001 0.422
H -0.350 -0.419 0.198 -0.018 -0.014 0.028 0.339
H -0.442 0.800 2.650 0.044 -0.004 0.094 0.470
H 1.860 1.709 1.007 -0.059 0.064 -0.028 0.312
H 0.287 2.453 1.215 0.016 -0.009 0.007 0.411
H 1.047 0.777 3.559 0.078 0.030 -0.061 0.494
H -2.261 -2.910 -2.714 0.037 0.007 -0.001 0.344
H 0.580 -3.180 1.099 0.020 0.012 -0.050 0.328
H -1.189 -5.511 -3.891 0.004 0.055 0.026 0.312
H 0.060 5.260 1.517 0.001 -0.043 0.070 0.470
H -0.999 -3.072 -3.910 -0.065 -0.019 0.013 0.262
H -1.588 -2.278 -0.731 0.090 0.037 -0.030 0.460
H -1.342 -3.838 0.012 -0.119 0.081 -0.027 0.282
H -4.078 -4.554 -3.778 0.041 0.072 -0.014 0.355
H -3.680 -3.324 -7.170 0.007 0.023 0.055 0.235
H 1.279 -1.323 2.625 -0.080 0.034 0.006 0.466
H 1.371 6.432 1.744 -0.039 -0.020 0.045 0.416
H -4.749 -3.006 -5.784 -0.026 -0.056 0.005 0.293
H -2.285 -5.453 -2.515 0.016 -0.066 -0.056 0.318
H -4.563 -4.662 -6.410 0.027 0.013 -0.031 0.310
H 1.189 -2.319 -0.297 -0.031 0.053 0.014 0.349
H -0.084 -4.669 -1.768 0.129 0.058 -0.001 0.357
H -3.375 -5.828 -4.789 -0.063 0.011 0.072 0.430
H 1.913 -0.446 1.250 0.037 -0.010 0.089 0.219
```
Positions in Å, forces in eV/Å.

HOMO level (eV): -12.16
Charge: +2
Energy (eV): -65687.88457
Gap between HOMO and LUMO (eV): 2.8

---

# 2
Here is a molecular structure, C15H27CdN2OS3Si from OMol25. Energies are from ωB97M-V/def2-TZVPD.

The geometry in XYZ format:
```
50
Properties=species:S:1:pos:R:3:forces:R:3:mulliken_charge:R:1
Cd 0.231 1.369 0.526 -0.002 0.539 0.689 0.757
S -1.925 -0.611 -0.511 -0.116 -0.076 -0.384 -0.064
S -1.049 0.407 -3.805 -0.044 -0.004 -0.083 -0.066
S -2.419 2.592 -1.730 -0.606 -0.345 -0.029 0.050
Si 2.601 -1.012 -0.144 -0.061 0.048 0.046 -0.078
O -0.995 2.849 0.711 -0.241 -0.151 -0.417 -1.153
N 1.766 -0.064 1.011 0.095 -0.203 -0.235 -0.347
N 1.040 0.691 3.045 0.055 -0.074 0.009 -0.140
C 1.895 -0.085 5.130 -0.009 0.017 -0.018 -0.518
C -3.475 1.729 -0.537 -0.282 -0.231 0.063 -0.712
C 0.079 1.669 5.016 0.006 0.051 -0.023 -1.340
C -3.308 2.070 -3.278 0.417 0.305 0.012 -0.879
C 1.856 -0.141 2.362 -0.125 0.047 -0.123 1.043
C 4.480 -0.930 0.004 0.019 -0.025 -0.040 -1.064
C -2.261 1.665 -4.316 0.167 -0.028 -0.036 -0.795
C 2.078 -2.821 -0.081 0.038 -0.008 -0.027 -0.968
C 2.168 -0.320 -1.827 0.019 0.020 -0.019 -0.612
C 2.717 -1.011 3.070 0.038 -0.011 0.085 -0.249
C -3.539 0.208 -0.700 0.178 0.109 -0.047 -0.829
C 1.054 0.723 4.369 0.002 -0.018 0.113 0.323
C -2.136 -0.971 -3.375 -0.042 -0.060 0.044 -0.862
C 2.727 -0.965 4.448 0.034 -0.046 -0.067 -0.671
C -1.862 -1.625 -2.020 0.018 -0.057 0.105 -0.686
H -4.231 -0.243 0.015 0.012 0.186 0.076 0.484
H -3.874 2.907 -3.704 0.049 -0.011 0.105 0.413
H 2.310 -3.274 0.885 -0.007 -0.003 0.001 0.367
H 4.804 0.114 0.008 -0.006 0.000 0.011 0.299
H 1.089 -0.250 -1.985 -0.006 -0.016 0.026 -0.353
H 4.943 -1.419 -0.859 0.004 -0.004 0.002 0.331
H -3.913 -0.037 -1.691 -0.034 -0.142 0.026 0.239
H -1.622 2.525 -4.532 -0.047 -0.005 -0.038 0.428
H 3.360 -1.697 2.537 0.011 -0.005 0.013 0.207
H -4.501 2.110 -0.599 0.048 0.027 -0.048 0.428
H -0.203 2.446 4.306 0.002 -0.021 -0.017 0.334
H 2.588 -0.928 -2.634 0.000 -0.011 -0.003 0.318
H 4.874 -1.404 0.904 -0.015 0.000 0.008 0.314
H -2.049 -1.749 -4.137 -0.002 -0.009 0.013 0.487
H -0.829 1.135 5.306 -0.001 -0.007 -0.006 0.234
H 2.569 0.692 -1.931 -0.009 0.000 -0.009 0.290
H -3.067 1.989 0.436 0.345 0.231 0.010 0.377
H -2.555 -2.464 -1.909 0.025 -0.036 -0.018 0.476
H -3.161 -0.606 -3.423 -0.002 -0.045 -0.003 0.392
H 3.389 -1.622 5.002 0.007 -0.007 -0.012 0.390
H 0.503 2.122 5.914 -0.005 -0.011 0.012 0.369
H -4.037 1.267 -3.137 0.156 0.081 0.219 0.396
H -2.720 1.357 -5.260 -0.048 0.015 0.026 0.394
H 2.571 -3.410 -0.860 0.003 -0.009 0.006 0.326
H -0.852 -2.041 -2.003 -0.006 -0.020 -0.038 0.287
H 1.893 -0.033 6.211 -0.023 0.020 0.003 0.364
H 0.997 -2.899 -0.228 -0.006 0.000 0.010 0.269
```
Positions in Å, forces in eV/Å.

Energy relative to the best compared isomer or geometry (same formula, charge and spin) (kcal per mole): 10.2
HOMO level (eV): -3.15
Charge: -1
Energy (eV): -65969.87341
Gap between HOMO and LUMO (eV): 5.8

---

# 3
Here is a molecular structure, C15H27F5KSSi4Te from OMol25. Energies are from ωB97M-V/def2-TZVPD.

The geometry in XYZ format:
```
54
Properties=species:S:1:pos:R:3:forces:R:3:mulliken_charge:R:1
Te 0.970 1.180 -1.534 -0.967 -0.070 -1.179 -0.765
K -2.675 1.616 -2.588 0.568 -0.272 -0.060 0.774
S -3.209 -0.147 -5.088 -1.161 1.413 -0.508 -0.486
Si 2.274 1.806 1.410 0.308 0.994 0.333 0.492
Si -1.749 1.579 1.501 1.210 0.629 -0.280 0.857
Si 0.664 -1.688 0.755 0.232 1.125 -0.060 0.684
Si 0.385 0.650 0.778 -0.274 -0.050 -0.311 -0.153
F 1.368 -2.030 -4.035 -1.856 -0.914 0.461 -0.341
F 0.202 -4.383 -2.920 -0.706 0.575 -0.782 -0.401
F -2.404 -5.009 -3.640 0.288 1.431 -0.169 -0.314
F -3.989 -2.985 -4.602 0.355 0.168 -0.060 -0.348
F -0.214 -0.016 -4.615 -0.760 -1.490 -0.358 -0.348
C -1.720 1.946 3.357 -0.902 -0.314 -0.782 -1.109
C -2.675 -2.719 -4.430 -0.016 -0.343 -0.134 0.354
C -2.106 3.262 0.687 0.831 0.155 -0.352 -1.239
C -1.909 -3.753 -3.907 0.144 -0.015 0.521 0.179
C -0.948 -2.379 0.072 -0.044 -0.440 -1.446 -0.723
C 1.987 2.618 3.101 -1.071 -0.288 -0.310 -1.137
C -3.290 0.647 0.983 -0.580 -1.789 0.665 -0.909
C 2.861 3.309 0.376 0.716 0.200 0.148 -1.256
C 0.003 -2.299 -4.070 1.217 1.011 0.530 0.174
C 3.887 0.831 1.502 0.904 -0.076 0.680 -1.071
C -2.170 -1.417 -4.722 0.308 -1.442 1.039 -0.033
C -0.584 -3.462 -3.574 1.437 -0.838 -0.410 0.328
C -0.804 -1.256 -4.508 0.625 0.620 -0.024 0.390
C 1.024 -2.115 2.519 1.663 -0.151 -0.588 -1.114
C 2.224 -2.214 -0.180 -0.319 0.043 -0.771 -0.725
H 4.343 0.689 0.518 -0.230 0.033 -0.082 0.324
H -4.068 1.412 0.714 0.477 -1.072 0.175 0.337
H 1.997 -2.297 -1.264 0.263 0.002 0.550 0.129
H 2.758 3.363 3.175 0.206 0.541 0.509 0.358
H -1.687 -2.769 0.820 0.554 0.514 -0.824 0.375
H -3.179 3.478 0.600 0.259 0.032 0.003 0.380
H 1.116 -3.192 2.604 -0.100 -0.253 0.524 0.420
H 2.019 -1.639 2.767 -1.123 -0.466 -0.091 0.174
H 2.665 -3.166 0.175 -0.331 0.385 -0.071 0.364
H 3.126 3.025 -0.648 -0.021 0.003 0.255 0.320
H -1.588 3.346 -0.274 -0.369 -0.352 -0.425 0.275
H 0.951 3.066 3.138 1.284 -0.213 -0.018 0.124
H 2.189 4.155 0.297 -0.592 0.007 -0.017 0.317
H -3.072 -0.111 0.159 -0.478 1.092 0.826 0.154
H 3.766 3.764 0.854 -0.383 -0.574 -0.111 0.310
H -1.596 4.083 1.182 -0.185 0.197 0.612 0.331
H -3.634 -0.001 1.884 0.229 1.067 -1.519 0.220
H -2.534 2.663 3.501 0.094 0.022 0.366 0.298
H 0.237 -1.682 3.074 -0.744 0.194 1.196 0.282
H 3.837 -0.177 1.970 0.041 0.712 -0.068 0.259
H -1.971 1.018 3.860 0.077 -0.101 0.460 0.311
H -1.378 -1.693 -0.740 0.285 -0.617 1.470 0.027
H -0.581 -3.207 -0.579 -0.507 -0.046 0.571 0.152
H -0.779 2.345 3.700 0.113 0.035 0.132 0.301
H 2.969 -1.413 -0.078 -0.134 -0.217 -0.014 0.129
H 2.068 1.874 3.894 0.017 0.086 0.217 0.308
H 4.625 1.493 2.065 -0.853 -0.882 -0.421 0.262
```
Positions in Å, forces in eV/Å.

HOMO level (eV): -3.56
Charge: -1
Energy (eV): -95548.06400
Gap between HOMO and LUMO (eV): 5.2

---

# 4
Here is a molecular structure, C15H27F6N3O11S2V from OMol25. Energies are from ωB97M-V/def2-TZVPD.

The geometry in XYZ format:
```
65
Properties=species:S:1:pos:R:3:forces:R:3:mulliken_spin:R:1
V -0.137 0.119 -0.783 0.354 0.771 1.050 2.857
S -0.243 1.934 -3.294 -2.396 -0.822 -2.091 -0.013
S -3.476 0.016 -1.195 -0.416 0.574 -0.800 0.006
F -3.477 -1.701 0.842 -0.193 -0.577 0.303 0.001
F 1.298 2.670 -5.374 -0.062 -0.364 -0.741 0.000
F 1.875 0.716 -4.548 -0.235 -0.266 -0.607 0.000
F 2.324 2.520 -3.504 0.433 0.229 0.123 0.000
F -5.378 -0.675 0.510 -0.300 -0.569 -0.038 0.000
F -3.782 0.356 1.452 0.374 -0.051 0.206 0.000
O -0.936 3.085 -3.848 1.195 -0.508 0.994 0.000
O 0.048 1.979 -1.840 0.726 0.078 -0.564 0.009
O -0.594 -1.315 0.815 0.590 -0.224 -0.140 -0.047
O -1.462 0.974 2.891 0.530 -0.870 0.294 0.000
O -3.663 1.446 -1.215 0.056 -0.629 0.485 0.003
O -0.847 0.649 -3.637 0.925 0.600 0.095 0.010
O 1.141 -1.127 -1.934 -0.185 -0.242 0.672 0.023
O -0.820 1.604 0.869 0.037 0.534 0.640 -0.001
O -2.056 -0.388 -1.253 -0.654 -0.275 0.222 0.010
O -4.311 -0.775 -2.061 0.331 -0.049 0.324 0.000
O 1.911 0.613 0.106 0.113 -0.459 -0.591 0.030
N 2.875 -2.557 -1.935 0.159 -0.185 1.254 0.008
N 2.956 2.458 0.858 0.370 0.851 -0.624 0.004
N -1.044 -3.531 0.733 -0.393 0.252 -0.512 0.005
C 3.304 -2.170 -0.596 0.838 -0.174 -0.252 0.000
C -2.929 2.693 3.453 0.643 0.907 0.413 0.000
C -1.309 -3.537 -0.697 1.156 -0.546 -0.944 0.018
C -2.194 1.466 4.011 -1.207 0.224 -0.064 0.000
C 2.783 1.135 0.785 -0.970 -0.115 1.560 0.013
C 2.269 3.383 -0.019 -0.221 0.919 -0.316 0.004
C 1.375 -2.460 -3.877 -0.509 -0.457 0.942 0.001
C -1.279 1.899 1.953 -0.610 -0.174 -1.285 0.013
C 3.592 0.371 1.810 0.947 -0.374 0.284 0.002
C -4.060 -0.559 0.502 0.307 1.452 -0.809 0.003
C 1.401 1.929 -4.299 -0.439 0.715 2.503 0.004
C -0.792 -2.494 2.897 0.810 -0.842 -0.425 0.002
C 1.785 -2.014 -2.479 -0.075 0.049 -1.672 0.017
C -1.884 3.203 2.442 -0.473 0.171 0.238 0.001
C -0.799 -2.387 1.378 -0.210 0.714 0.842 0.017
H 2.060 -2.066 -4.621 -0.252 0.242 -0.149 0.001
H -1.885 -2.697 -1.077 -0.295 0.002 0.480 -0.001
H -1.717 -4.493 -1.016 -0.418 0.086 0.340 0.001
H -1.496 1.658 4.828 -0.056 0.316 -0.051 0.000
H 0.136 -3.038 3.121 -0.114 -0.055 0.184 0.000
H -0.359 -3.497 -1.247 0.045 0.170 0.136 -0.005
H 1.312 -3.545 -3.984 0.396 -0.037 0.154 0.000
H 2.874 4.179 -0.470 0.741 -0.484 0.288 0.000
H 0.343 -2.116 -3.935 0.222 0.425 -0.678 0.000
H 4.654 0.343 1.550 -0.068 0.110 -0.220 0.000
H 1.854 2.848 -0.868 -0.476 -0.027 0.343 0.001
H 2.473 -2.060 0.092 -0.176 0.392 -0.248 0.005
H -0.717 -1.557 3.431 -0.354 0.261 -0.327 0.000
H -1.215 -4.359 1.272 -0.125 -0.016 0.019 0.000
H -2.350 3.825 1.684 0.346 -0.234 -0.377 0.000
H 1.543 3.974 0.545 -0.498 -0.518 -0.165 0.000
H 3.306 -0.666 1.970 -0.427 0.102 -0.332 0.000
H 3.452 2.849 1.637 0.327 -0.201 -0.058 0.000
H -1.126 3.796 2.958 0.128 -0.065 -0.071 0.000
H -1.614 -3.126 3.229 -0.087 0.220 0.165 -0.001
H 3.573 0.851 2.791 -0.234 0.176 -0.093 0.000
H 3.952 -2.941 -0.171 -0.049 -0.127 -0.247 0.000
H 3.917 -1.273 -0.699 -0.317 0.222 0.498 0.000
H -2.916 0.720 4.345 0.283 -0.266 -0.168 0.000
H 3.541 -3.097 -2.455 -0.383 -0.175 -0.410 0.000
H -3.178 3.438 4.210 0.336 -0.052 0.137 0.000
H -3.881 2.522 2.956 0.156 -0.735 -0.116 0.000
```
Positions in Å, forces in eV/Å.

Spin multiplicity: 4
HOMO level (alpha / beta) (eV): -7.27 / -9.03
<S²>: 3.7529
Energy (eV): -106652.87967
Gap between HOMO and LUMO (alpha / beta) (eV): 7.2 / 9.0

---

# 5
Here is a molecular structure, C15H27GaNO9S2 from OMol25. Energies are from ωB97M-V/def2-TZVPD.

The geometry in XYZ format:
```
55
Properties=species:S:1:pos:R:3:forces:R:3:mulliken_charge:R:1
Ga -0.036 -0.857 2.239 -0.216 -0.003 0.370 0.070
S 2.491 1.131 -1.111 -0.640 0.020 -0.353 1.269
S -2.562 0.588 -4.171 -0.715 -0.284 0.295 1.209
O -1.738 1.435 -3.361 0.175 0.027 -0.445 -0.571
O 2.325 -0.125 5.122 -0.083 -1.230 -1.038 -0.369
O 1.806 -2.116 6.159 -0.021 0.420 0.010 -0.510
O -3.710 1.480 -4.858 0.070 -0.281 0.355 -0.305
O 3.647 1.296 -2.225 -0.290 0.256 0.040 -0.315
O 0.142 0.270 5.514 0.447 0.071 -0.227 -0.534
O 2.842 1.908 0.042 0.267 -0.357 -0.070 -0.661
O 2.139 -0.253 -1.016 0.423 0.339 0.191 -0.558
O -2.000 -0.284 -5.160 0.200 0.325 0.111 -0.634
N -2.418 -0.289 3.866 -1.362 -1.792 0.708 -0.419
C -2.801 2.267 -6.982 0.223 -0.208 -0.031 -0.980
C 5.270 -0.474 -1.798 -0.161 -0.192 0.178 -0.974
C -3.501 -0.614 4.628 0.672 -1.931 -0.399 -0.329
C 4.995 1.018 -1.841 0.631 -0.347 0.170 -0.354
C -3.181 -3.153 4.287 1.646 3.349 -0.948 -0.390
C 1.016 0.326 4.692 -1.463 0.855 -0.537 0.367
C 0.787 0.792 3.249 0.669 0.034 1.298 -0.712
C -3.868 -1.993 4.856 -0.158 -0.609 -0.037 -0.244
C -3.617 -0.356 -3.117 -0.130 0.034 -0.015 -0.973
C 3.214 -2.291 4.196 -0.585 1.364 0.598 -0.700
C -3.315 2.636 -5.603 0.253 0.511 -0.567 -0.306
C -2.010 -2.773 3.467 -2.764 0.783 2.127 -0.430
C 2.348 -1.527 5.275 0.861 -0.398 -0.803 0.581
C 1.213 1.971 -1.992 0.082 0.105 -0.151 -0.998
C -1.732 -1.348 3.353 1.416 -1.006 -1.079 0.500
H -0.461 -0.454 0.751 0.006 0.113 -0.037 -0.271
H 1.055 -2.054 2.282 -0.235 0.034 -0.024 -0.288
H -0.043 1.546 3.273 0.834 -0.689 0.045 0.348
H -4.079 0.220 5.095 0.495 -0.828 -0.428 0.295
H 4.958 -0.951 -2.729 0.065 0.072 -0.006 0.255
H -2.635 3.164 -7.582 -0.066 0.017 0.064 0.388
H -1.857 1.724 -6.916 -0.039 0.037 0.004 0.290
H 6.333 -0.664 -1.639 -0.006 0.079 -0.038 0.383
H -3.511 1.619 -7.498 -0.032 0.094 0.025 0.261
H 3.250 -1.638 3.289 0.071 -0.890 0.657 0.125
H 4.716 -0.952 -0.989 0.023 0.036 -0.032 0.285
H -4.204 3.260 -5.705 -0.094 -0.217 0.227 0.273
H -4.090 0.313 -2.402 0.065 -0.009 -0.030 0.311
H 0.302 1.904 -1.399 0.101 -0.144 0.058 0.370
H 5.635 1.480 -2.594 -0.275 0.128 -0.070 0.272
H 4.233 -2.412 4.638 -0.734 -0.070 -0.418 0.327
H 1.069 1.483 -2.953 -0.031 -0.019 0.078 0.306
H -2.575 3.218 -5.048 -0.013 -0.167 0.109 0.298
H -4.361 -0.864 -3.728 0.062 0.041 -0.021 0.345
H -4.750 -2.187 5.517 0.793 0.221 -0.621 0.257
H 2.698 -3.260 4.018 0.606 0.740 0.020 0.261
H -2.999 -1.087 -2.596 0.095 0.105 -0.052 0.389
H -1.371 -3.555 2.998 -0.449 0.954 0.351 0.287
H -3.489 -4.203 4.466 0.129 0.900 -0.048 0.339
H 1.703 1.181 2.747 -0.664 -0.354 0.411 0.427
H 1.500 3.013 -2.123 0.038 -0.055 0.026 0.413
H 5.229 1.490 -0.884 -0.193 0.014 -0.001 0.326
```
Positions in Å, forces in eV/Å.

HOMO level (eV): -4.78
Charge: -1
Energy (eV): -109955.49833
Gap between HOMO and LUMO (eV): 6.9

---

Sequential maximum force output: 0.023, 0.017, 0.041, 0.064, 0.075 hartree/bohr